2 unconnected molecules or ions with the total composition C18H18BrF2N2O3P in a non-equilibrium geometry. Source: the OMol25 dataset; level of theory: the ωB97M-V functional and the def2-TZVPD basis.

```
45
Properties=species:S:1:pos:R:3:forces:R:3
C 0.15454 3.52428 0.19976 0.15 -0.03 -1.14
C -0.18838 2.18844 -0.69592 0.92 1.70 -0.74
O -0.54009 1.00400 0.15504 3.66 -1.68 -2.74
C 0.48650 -0.00353 -0.26500 3.18 -1.88 0.85
C 0.21614 -1.05849 -1.49027 2.77 -0.51 0.45
C -1.28366 -0.97822 -2.20918 -0.02 -1.20 1.07
C -2.35558 -1.40062 -1.00432 -1.85 -1.41 2.57
C -2.14538 -2.92536 -0.38098 -3.48 2.31 2.26
C -3.13850 -3.41367 0.86294 -0.35 3.55 -1.47
C -4.32189 -2.42926 1.48017 2.63 1.40 -3.18
C -4.51913 -0.92215 0.84212 2.97 -2.76 -1.31
C -3.52389 -0.42109 -0.40223 0.24 -2.83 1.22
C -3.75079 1.10611 -0.95293 -0.39 -0.18 0.55
C 1.40895 -2.09965 -1.91446 -1.37 1.97 1.25
F 1.11791 -3.02649 -3.07097 1.05 2.97 3.85
C 2.88494 -2.18446 -1.13628 -0.98 0.21 -0.33
N 3.84818 -3.21690 -1.65050 2.77 3.59 5.88
C 5.08160 -3.16578 -0.79288 -1.69 0.68 -0.64
F 6.17656 -4.14660 -1.13966 -3.74 3.31 1.11
C 5.37916 -2.15736 0.44871 -2.94 0.46 -1.08
N 4.37373 -1.14373 0.91583 0.11 -4.56 -4.96
C 3.11336 -1.15000 0.09802 -0.49 -0.27 -0.27
C 1.93814 -0.05203 0.53476 -1.35 -2.56 -2.68
P 2.12630 1.20080 1.99144 0.69 0.41 -0.44
O 3.79560 1.48921 2.39362 -2.15 -2.26 1.44
Br 1.30093 0.05685 3.82690 0.64 0.09 -0.76
H 1.32649 3.54177 0.34599 -2.61 0.11 0.13
H -0.45357 3.60310 1.19994 1.38 -0.35 -2.08
H -0.12056 4.46267 -0.47938 0.56 -2.02 1.53
H -1.02516 2.46128 -1.46823 1.23 -0.90 1.67
H 0.78488 1.92889 -1.33538 -2.21 0.59 1.36
H -1.49456 0.07747 -2.66889 0.53 -2.04 1.10
H -1.39926 -1.80002 -3.06270 0.55 1.87 1.90
H -1.30986 -3.67491 -0.75987 -1.94 1.92 0.79
H -3.00676 -4.47512 1.36496 -0.22 2.45 -1.29
H -4.96497 -2.84561 2.38734 1.47 1.17 -2.24
H -5.34016 -0.16030 1.25200 2.04 -1.95 -1.00
H -4.79908 1.27162 -1.49044 2.20 -0.71 1.16
H -3.76522 1.82594 -0.00054 0.29 -1.52 -2.20
H -2.92820 1.42543 -1.72143 -1.52 -0.65 1.70
H 6.42049 -2.24433 1.01614 -2.66 0.27 -1.38
H 3.96074 0.96832 3.25729 -0.06 1.02 -2.02
O 0.00016 5.96933 1.74031 0.21 0.63 0.21
H 0.66838 6.14964 2.41860 -0.22 -0.11 -0.20
H -0.18903 6.84054 1.36060 0.03 -0.30 0.13
```
Positions in Å, forces in eV/Å.

## Properties
Lowest unoccupied orbital energy = -0.069 hartree
2S+1 = 1

=====

A molecular structure, C18H18BrIrN7O5S. Source: the OMol25 dataset; level of theory: the ωB97M-V functional and the def2-TZVPD basis.

```
51
Properties=species:S:1:pos:R:3:forces:R:3
Ir -0.05665 -0.10551 0.94422 -0.05 -0.04 0.22
N 5.29182 4.11301 -2.84248 -0.01 0.00 -0.01
C 4.79422 3.06617 -2.13347 0.00 -0.02 0.00
C 5.01188 2.97801 -0.74709 0.00 0.02 0.01
C 4.51262 1.91860 -0.02814 0.03 -0.01 0.01
C 3.77571 0.92986 -0.67875 -0.08 0.04 0.06
C 3.54976 0.99704 -2.04915 -0.03 0.05 -0.01
C 4.06170 2.05309 -2.77186 0.00 0.01 0.00
S 3.11084 -0.37207 0.25201 0.07 -0.09 0.05
O 2.38783 -1.26224 -0.61300 0.02 0.01 -0.02
O 4.06487 -0.84876 1.19832 -0.02 0.04 0.00
N 1.87107 0.32816 1.13652 -0.10 -0.17 -0.12
C 1.80884 0.89531 2.36992 0.01 0.15 -0.07
N 0.47009 0.91129 2.59185 -0.02 -0.05 0.06
C -0.01760 1.43446 3.70779 0.06 0.03 -0.04
C 0.88138 1.95814 4.61792 0.01 0.01 0.00
C 2.23671 1.89192 4.30373 -0.01 0.00 0.01
N 2.72560 1.35903 3.18012 0.00 0.02 -0.03
H 5.82000 4.83716 -2.39366 0.00 0.01 0.00
H 5.12827 4.19258 -3.82825 0.01 0.01 -0.01
H 5.58759 3.74689 -0.24740 0.00 0.00 0.00
H 4.69438 1.84914 1.03750 -0.01 -0.01 0.00
H 2.98465 0.21784 -2.54249 0.01 -0.01 0.01
H 3.90798 2.09968 -3.84276 -0.01 -0.01 0.00
H -1.09011 1.43691 3.84404 0.00 -0.01 0.02
H 0.54489 2.40969 5.53764 -0.01 0.00 0.00
H 2.97120 2.29127 4.99270 0.01 0.00 -0.01
C -3.63687 0.34053 0.52106 -0.01 -0.05 0.01
N -3.31615 -0.31379 -0.74184 0.00 0.00 -0.01
C -2.23932 -1.06156 -0.93641 0.11 0.02 -0.12
N -2.02626 -1.64742 -2.11686 0.04 0.05 -0.02
O -1.39666 -1.28808 0.00145 -0.20 0.05 0.07
H -4.69337 0.59255 0.50892 0.00 0.01 0.00
H -3.04594 1.24543 0.65393 0.01 0.00 0.00
H -3.45983 -0.34744 1.34488 0.01 0.01 0.00
H -3.91079 -0.12946 -1.53283 -0.02 -0.02 0.01
H -2.67795 -1.59337 -2.87974 -0.01 0.00 0.01
H -1.20262 -2.21653 -2.21960 0.00 0.00 0.00
Br 1.99653 6.15288 -3.55440 -0.01 -0.01 0.00
C 1.28769 4.45084 -3.16407 0.05 0.03 -0.04
C 1.16370 3.50908 -4.18099 -0.01 0.00 0.03
N 0.69388 2.28484 -3.97482 -0.02 0.00 0.00
C 0.31515 1.96529 -2.74172 -0.03 0.02 -0.05
C 0.38940 2.84782 -1.67184 -0.08 0.03 -0.01
C 0.90009 4.12331 -1.88316 0.01 -0.03 0.02
C 0.03755 2.43234 -0.28855 0.04 -0.20 0.17
O 0.39280 3.02595 0.69443 -0.03 0.07 0.00
O -0.69110 1.28702 -0.24702 0.27 0.04 -0.19
H 1.45859 3.75984 -5.19332 0.00 0.00 0.00
H -0.05236 0.95754 -2.59240 0.00 0.00 0.00
H 0.99204 4.81752 -1.05897 0.00 0.00 0.00
```
Positions in Å, forces in eV/Å.

## Properties
Lowest unoccupied orbital energy (spin up / spin down) = -0.160 / -0.160 hartree
2S+1 = 1
Energy above the lowest of the compared OMol25 structures with the same formula, charge and spin = 0.722 eV
Net charge = +1

=====

A molecular structure, C18H18BrOSm in a non-equilibrium geometry. Source: the OMol25 dataset; level of theory: the ωB97M-V functional and the def2-TZVPD basis.

```
39
Properties=species:S:1:pos:R:3:forces:R:3
C -0.94310 -0.20341 2.15491 0.47 0.45 0.86
C -0.13453 -1.37357 2.08867 0.60 0.40 0.63
C 1.23467 -0.97377 2.14049 -0.32 0.97 0.28
H -0.48491 -2.38921 1.93103 -0.18 0.25 0.17
C 1.27364 0.47685 2.24166 -0.46 -0.50 0.00
C -0.09494 0.93979 2.25087 0.76 -0.92 0.35
H -0.46029 1.95705 2.38768 0.29 -0.26 -0.14
H -2.02022 -0.14878 2.21267 0.08 -0.35 -0.23
H 2.08439 -1.65990 2.03167 -0.30 0.43 0.22
H 2.17459 1.10973 2.30152 -0.59 -0.45 -0.06
C -0.83508 -0.71970 -2.37206 0.32 1.33 0.24
C -1.86027 -0.78569 -1.39774 -0.35 -0.24 -0.73
C -2.12117 0.51337 -0.88620 0.10 0.12 -0.55
H -2.36934 -1.70722 -1.09753 0.20 0.59 -0.01
C -1.25179 1.43480 -1.55035 0.38 -0.76 -0.69
C -0.43228 0.67198 -2.47540 -0.40 -0.02 0.36
H 0.34768 1.08803 -3.13916 -0.58 -0.31 0.48
H -0.38689 -1.58836 -2.87213 -0.28 0.54 0.05
H -2.91430 0.76278 -0.18162 0.35 -0.18 -0.16
H -1.26387 2.52825 -1.44101 0.13 -0.65 -0.02
Sm 0.24955 -0.17591 -0.06383 0.37 0.16 -1.42
O 3.64165 0.72179 -0.97064 1.78 0.30 0.17
C 4.63008 -0.28787 -0.67082 0.43 1.72 0.20
C 5.04404 1.17923 -0.59624 -1.47 -2.05 0.96
H 4.44687 -0.80986 0.27876 0.18 0.03 -0.52
H 5.04943 -0.83734 -1.51958 -0.43 -0.02 0.25
H 5.10946 1.55229 0.44548 -0.22 0.02 -0.86
H 7.33443 2.54726 -0.14471 0.06 0.16 0.03
C 7.12505 2.47186 -1.20432 -1.32 -0.73 0.23
C 5.94162 1.79217 -1.59882 0.84 0.37 -1.08
C 5.72234 1.63572 -2.98358 -0.40 -0.14 0.78
H 4.84078 1.08549 -3.32489 0.24 0.26 0.11
C 6.60011 2.17614 -3.90443 0.51 0.32 0.14
H 6.38579 2.07187 -4.95439 0.01 -0.05 -0.20
C 7.75214 2.86096 -3.49342 -0.65 -0.35 -0.09
H 8.42791 3.27629 -4.23261 -0.04 -0.03 0.11
C 8.00418 2.99022 -2.13572 0.15 0.07 -0.22
H 8.89820 3.50392 -1.80840 -0.01 -0.01 0.08
Br -3.06142 -2.41095 1.02051 -0.27 -0.45 0.30
```
Positions in Å, forces in eV/Å.

## Properties
Lowest unoccupied orbital energy (spin up / spin down) = -0.035 / -0.028 hartree
2S+1 = 6
Energy above the lowest of the compared OMol25 structures with the same formula, charge and spin = 0.000 eV

=====

A single C18H18ClN5O2 molecule in a non-equilibrium geometry. Source: the OMol25 dataset; level of theory: the ωB97M-V functional and the def2-TZVPD basis.

```
44
Properties=species:S:1:pos:R:3:forces:R:3
N 2.31148 4.94850 -3.15362 -1.87 3.78 -0.21
O -0.80119 -2.22624 3.29256 0.10 -1.00 -0.11
Cl 5.61562 3.63398 -4.06961 -0.95 -1.16 0.42
C 2.84212 3.96742 -3.06958 1.67 -4.45 0.50
N 5.05285 1.05066 -3.64339 -0.37 0.73 0.49
O -2.95475 2.02976 4.98035 -0.57 -2.51 -0.88
C -0.47334 -1.80722 2.20218 -1.05 1.06 1.24
C 4.36197 0.00333 -3.11849 -2.13 4.79 0.25
C 4.54082 2.29462 -3.50819 3.12 -1.70 -1.13
C 0.08609 -0.22270 -2.00483 0.67 1.65 -0.05
C 3.09979 0.27645 -2.51833 0.64 -0.18 -0.89
C -0.25595 -1.33539 -1.28642 0.05 0.87 0.04
C 0.62795 0.97279 0.03601 0.91 -0.09 1.74
C 3.32907 2.60010 -2.98684 -0.71 1.96 -0.66
C 0.61955 0.94905 -1.34928 -3.35 -5.63 2.15
C 2.50906 1.57227 -2.56680 -0.83 -0.74 1.30
C -0.22615 -1.28795 0.08098 -0.47 -0.63 -1.46
C 0.17976 -0.15039 0.77232 -0.36 -0.85 -2.08
N 1.21520 1.86269 -2.07223 3.87 1.86 -3.05
N -0.66358 -2.29897 0.93013 0.80 0.03 1.14
N 0.01593 -0.51294 2.06695 1.03 0.53 0.53
C -1.18641 -3.61954 0.60491 2.24 -0.78 -2.36
C 0.06600 0.49387 3.07455 -1.07 1.58 0.31
C -0.62875 2.70784 4.96809 0.78 -0.57 0.40
C -1.42770 1.07057 3.29255 1.29 0.11 0.20
C -1.66784 1.51065 4.71358 2.12 3.83 -0.81
H -2.88120 2.90203 5.28481 0.20 1.73 0.59
H 4.79053 -0.93953 -3.22325 0.51 -1.47 0.02
H 0.00806 -0.21144 -3.09810 0.18 -0.03 0.44
H 2.55171 -0.55237 -2.13325 -0.39 -0.29 0.29
H -0.57760 -2.19835 -1.77320 -0.57 -1.29 -0.80
H 1.20078 1.76528 0.56668 -0.77 -0.36 -0.50
H 0.80008 2.75768 -2.13192 0.27 1.14 -0.28
H -0.69707 -3.98477 -0.37041 -0.53 0.85 1.15
H -0.91149 -4.46214 1.24509 -0.14 0.84 0.72
H -2.21582 -3.61327 0.37298 -1.31 0.14 0.21
H 0.71919 1.26826 2.62751 -0.42 -0.18 0.51
H 0.57322 0.18954 3.99608 -0.46 -0.30 -0.11
H -1.02131 3.71616 4.71659 -0.13 -0.75 -0.34
H -0.41573 2.78760 6.04923 0.18 -0.16 -0.39
H 0.36516 2.59183 4.39925 -1.53 0.09 1.00
H -2.06139 0.23795 3.19400 -1.00 -1.13 -0.85
H -1.68542 1.87675 2.58829 0.20 -0.41 0.06
H -1.44550 0.66937 5.30587 0.14 -0.90 1.27
```
Positions in Å, forces in eV/Å.

## Properties
Lowest unoccupied orbital energy = 0.004 hartree
2S+1 = 1
Energy above the lowest of the compared OMol25 structures with the same formula, charge and spin = 3.033 eV

=====

Record-wise electronic energy values, in eV: -112825.597 -123336.738 -108949.513 -43024.782